[1]
The molecule C36H33BO6 at a distorted geometry. Source: the Open Molecules 2025 dataset; level of theory: ωB97M-V/def2-TZVPD.

Calculated values
**Charge**: 0
**HOMO energy**: -4.443 eV

```
76
Properties=species:S:1:pos:R:3:forces:R:3
C -4.29302 -3.35355 2.94442 -0.79 -0.87 0.50
C -3.16397 -2.51948 2.58278 1.53 1.37 -0.41
C -1.93234 -2.34364 3.15145 -0.29 0.03 -0.34
C -1.20027 -1.48345 2.28719 -0.07 0.38 -1.10
C -2.01427 -1.18902 1.19633 -0.96 -2.52 3.51
B 2.99602 -0.71507 1.22499 -2.48 -0.41 -0.13
C 3.07296 0.12570 2.46637 0.22 1.32 0.95
C 2.46192 1.33761 2.79968 0.64 -0.97 -0.26
C 2.68030 1.55737 4.18305 0.39 -0.58 0.11
C 3.41356 0.47912 4.63253 -0.52 0.17 -1.69
C 3.98640 0.20009 5.93772 0.05 -0.04 1.03
O 3.63212 -0.43100 3.62700 -0.45 1.92 0.19
C 3.08829 -2.23128 1.37123 -0.32 -1.86 -0.72
C 2.05210 -3.13337 1.16905 0.73 0.90 0.29
C 2.56619 -4.43892 1.39050 1.25 0.33 0.09
C 3.92128 -4.28290 1.61152 -1.71 1.04 -0.09
C 4.99763 -5.25840 1.64541 0.75 -0.67 0.15
O 4.25512 -2.94073 1.65878 -1.20 -0.75 -0.36
C -1.99101 -0.24261 0.12151 -0.90 -0.58 -0.43
C -2.65819 -0.56856 -1.20166 0.58 -0.50 0.85
C -3.75243 0.24516 -1.33981 -0.42 0.38 -0.01
C -3.82580 1.09276 -0.22467 1.24 -0.77 -0.56
C -4.74753 2.16686 0.11421 -0.70 0.49 0.04
O -2.80748 0.87146 0.61341 -0.57 0.51 -0.23
O -3.23369 -1.76879 1.44258 -0.24 -1.04 -0.08
H -4.39639 -3.36169 4.03491 -0.12 0.00 -0.18
H -5.23080 -3.02400 2.49407 0.13 0.03 0.04
H -4.10663 -4.39412 2.64583 -0.16 0.17 -0.05
H -1.56020 -2.77043 4.07314 -0.15 -0.02 -0.15
H -0.18481 -1.12739 2.46441 -0.39 -0.28 -0.12
H 1.93207 1.98908 2.10649 0.22 -0.25 0.21
H 2.35452 2.40923 4.77344 0.16 -0.28 -0.10
H 4.30484 1.14683 6.38261 0.09 -0.19 0.05
H 3.21358 -0.21279 6.59482 0.25 -0.16 0.08
H 4.83410 -0.48386 5.87414 -0.13 0.05 0.03
H 1.04359 -2.86848 0.86825 0.21 0.01 0.13
H 2.00584 -5.36388 1.37122 0.24 0.03 -0.11
H 4.57611 -6.25322 1.81593 0.11 0.12 0.02
H 5.53045 -5.29055 0.68541 0.00 0.06 0.20
H 5.71676 -5.03489 2.43619 0.05 -0.08 -0.06
H -2.34532 -1.40572 -1.82511 -0.07 0.45 0.17
H -4.45635 0.27841 -2.17536 0.33 -0.08 0.40
H -5.35581 2.42708 -0.75967 0.13 -0.04 0.21
H -5.42809 1.83692 0.91161 0.11 0.15 -0.03
H -4.21821 3.06499 0.46589 -0.08 -0.29 -0.07
C -1.84371 5.08253 -6.95210 -0.33 0.04 0.70
O -2.25109 5.25381 -5.57658 -0.05 -0.17 -0.45
C -1.99903 4.22593 -4.72523 0.67 -0.71 0.25
C -2.12323 4.47886 -3.33562 0.14 0.04 -0.86
C -1.63893 3.56009 -2.43138 0.25 -0.95 -0.09
C -1.07609 2.33082 -2.86513 -0.24 0.80 -1.27
C -0.56866 1.34043 -1.94798 -0.16 -0.69 2.19
O -0.23743 0.13766 -2.52979 -0.71 -0.60 0.03
C 0.60895 -0.68273 -1.78987 0.20 0.88 0.03
C 0.66539 -0.52648 -0.40864 -1.00 0.71 -0.57
C 2.08732 -0.11509 0.00068 0.77 -0.52 1.59
C 3.17464 -0.51179 -0.92483 0.32 0.28 -1.31
C 2.90810 -1.21533 -2.08556 0.93 -0.24 0.94
C 1.59956 -1.32990 -2.54630 -0.38 -0.48 -0.50
C -0.56810 0.18591 0.22049 4.51 3.02 -2.02
C -0.54407 1.46124 -0.59515 -0.43 0.21 -1.18
C -1.05507 2.05389 -4.24226 -0.04 -0.10 0.54
C -1.51715 2.96918 -5.16404 -0.33 1.28 -0.08
H -2.04177 6.04809 -7.41211 0.04 -0.12 -0.08
H -0.77565 4.83536 -7.01927 -0.23 0.06 0.06
H -2.44163 4.29888 -7.43370 0.12 0.19 0.01
H -2.55010 5.42251 -3.00624 0.15 -0.10 -0.09
H -1.66684 3.76748 -1.36241 -0.14 0.07 -0.30
H 2.09501 0.97643 0.16261 -0.11 -0.04 -0.11
H 4.18040 -0.10876 -0.74500 -0.35 -0.24 -0.01
H 3.73459 -1.61452 -2.68205 -0.30 0.20 0.14
H 1.36483 -1.76692 -3.51796 0.10 0.53 0.13
H -0.30240 0.44065 1.25014 -0.32 -0.15 -0.24
H -0.84183 2.40169 -0.14129 0.31 -0.10 0.01
H -0.66257 1.10819 -4.60700 -0.03 0.17 0.23
H -1.44659 2.75500 -6.23023 -0.02 0.00 0.37
```
Forces are in eV/Å.

What are the Mulliken partial charges on each atom? They are as follows, in elementary charge units: -1.39 0.39 -1.12 -0.02 -0.80 -0.10 0.79 -0.45 -0.93 0.44 -1.38 -0.29 0.76 -0.19 -1.10 0.40 -1.31 -0.46 3.18 -1.34 -0.83 0.64 -1.41 -0.58 -0.47 0.36 0.34 0.26 0.49 0.53 0.51 0.42 0.36 0.27 0.31 0.57 0.42 0.33 0.26 0.33 0.53 0.48 0.39 0.30 0.32 -0.83 -0.44 0.79 -0.92 -0.30 -0.02 1.20 -0.36 0.21 1.03 0.99 -1.61 -0.64 -1.56 -0.31 -1.45 -0.91 -0.40 0.24 0.38 0.31 0.41 0.39 0.40 0.46 0.39 0.44 0.99 0.16 0.43 0.33



[2]
C36H33Cl10CoN4OSSe as an isolated structure. Source: the Open Molecules 2025 dataset; level of theory: ωB97M-V/def2-TZVPD.

Calculated values
**Charge**: 0
**HOMO energy (alpha / beta)**: -5.102 / -5.102 eV

```
87
Properties=species:S:1:pos:R:3:forces:R:3
Co -2.06838 0.25345 -0.34042 -0.46 -0.82 -0.20
Se -1.00123 4.15650 -2.01134 -0.03 0.15 -0.08
C 0.02890 5.60676 -1.32790 -0.02 -0.07 0.06
C -0.37789 6.31011 -0.18599 0.10 0.06 -0.01
C 0.38152 7.35627 0.32643 -0.07 -0.07 -0.02
C 1.57023 7.73155 -0.28571 0.02 0.00 0.01
C 1.98607 7.04650 -1.42090 -0.04 -0.07 -0.05
C 1.22862 6.00036 -1.93468 0.01 0.10 0.10
H -1.30724 6.02494 0.29343 0.01 0.01 0.00
H 0.04084 7.88572 1.21038 -0.01 -0.03 -0.02
H 2.16423 8.54439 0.11548 -0.02 -0.01 -0.02
H 2.91044 7.33245 -1.91233 -0.03 -0.03 0.00
H 1.55763 5.47285 -2.82096 0.01 0.00 -0.01
N -5.28077 -2.75301 -0.24094 -0.04 0.03 -0.02
C -6.02222 -1.78024 -0.87375 0.06 -0.06 0.02
C -5.16475 -0.74778 -1.08096 0.08 0.02 0.01
N -3.91455 -1.07486 -0.59321 -0.04 0.26 0.20
C -4.02450 -2.28500 -0.09179 -0.10 0.01 -0.20
H -5.61353 -3.65218 0.05861 0.01 -0.02 0.00
H -7.06365 -1.90674 -1.11605 0.07 -0.01 0.03
H -5.36743 0.20152 -1.55045 0.05 -0.05 0.06
H -3.23123 -2.85473 0.36669 -0.06 0.04 -0.03
C 0.07846 2.53373 1.49289 0.19 0.02 0.14
C 0.52433 1.23982 0.81891 -0.01 -0.01 0.08
C 2.00977 1.33125 0.47310 0.14 -0.03 0.02
C -0.26183 1.00258 -0.44313 -0.69 0.53 -0.18
H 0.53785 2.65801 2.48186 -0.04 -0.02 -0.09
H -1.00103 2.58055 1.58506 -0.21 0.04 0.06
H 0.36171 3.38898 0.87551 -0.02 -0.01 -0.02
H 0.40396 0.39201 1.51436 -0.02 -0.05 0.00
H 2.19774 2.21928 -0.13539 -0.03 -0.05 -0.01
H 2.34225 0.45858 -0.09437 0.05 -0.03 0.01
H 2.61170 1.40326 1.38167 0.05 0.02 0.00
H 0.22792 0.30696 -1.12844 0.06 0.06 0.07
H -0.46939 1.95236 -0.95328 0.11 0.05 -0.03
Cl -2.58181 0.98020 -2.67036 0.46 -0.47 0.13
C -3.54498 1.99333 -1.63342 -0.10 0.23 0.19
C -3.22904 1.84951 -0.30182 0.47 -0.19 0.21
C -3.90431 2.70282 0.55968 0.04 0.01 -0.07
Cl -3.56830 2.74329 2.27091 0.04 -0.15 -0.06
C -4.85835 3.61209 0.08767 0.07 -0.04 0.05
Cl -5.66450 4.66825 1.17800 -0.06 0.04 0.00
C -5.17180 3.66713 -1.26842 -0.04 0.05 0.03
Cl -6.37319 4.74915 -1.84730 0.02 -0.01 -0.01
C -4.49581 2.84075 -2.15700 -0.01 0.08 -0.22
Cl -4.81344 2.87027 -3.84271 0.00 0.01 0.02
Cl -0.54828 -0.96196 4.00615 -0.05 0.02 -0.09
C -1.73209 0.20749 3.39520 0.04 -0.18 0.09
Cl -2.63456 -0.42364 1.99390 0.21 0.08 -0.11
H -1.22246 1.10443 3.08957 0.12 0.20 -0.11
H -2.45814 0.39121 4.17465 -0.07 0.03 0.02
Cl 4.17098 -4.73044 -5.26887 -0.01 0.01 0.01
C 3.64934 -4.68403 -3.61922 -0.01 0.01 0.02
C 3.97325 -3.60303 -2.81865 0.02 0.06 0.04
C 3.54855 -3.58858 -1.49974 0.00 0.05 -0.03
C 2.79668 -4.62263 -0.95655 0.04 -0.05 0.05
C 2.33137 -4.58275 0.48859 -0.05 0.19 -0.02
C 0.81191 -4.38159 0.61865 0.06 0.13 -0.08
N 0.20361 -3.29349 -0.15621 0.02 -0.12 0.06
C 0.01909 -3.24741 -1.52288 0.11 0.00 0.05
C -0.75515 -2.15850 -1.76461 -0.25 0.06 0.02
N -1.07729 -1.55323 -0.57026 0.05 0.23 0.15
C -0.47810 -2.25265 0.37099 0.01 -0.13 -0.21
O 3.11845 -3.73276 1.30183 0.07 -0.04 -0.09
C 2.76462 -2.35869 1.45822 -0.12 0.01 0.03
C 3.75437 -1.74728 2.39403 -0.04 -0.21 0.11
C 4.97895 -1.25732 2.06228 0.08 0.16 0.04
Cl 5.65156 -1.07787 0.49449 -0.10 -0.07 -0.05
S 5.88357 -0.74760 3.42474 0.01 0.03 0.00
C 4.61762 -1.19694 4.48521 0.04 -0.02 0.04
C 3.56089 -1.71329 3.80912 -0.10 0.06 -0.02
C 2.51542 -5.70577 -1.78634 0.04 0.03 -0.04
Cl 1.64534 -7.09347 -1.18629 -0.02 0.02 0.03
C 2.92370 -5.74628 -3.10921 -0.03 -0.06 -0.05
H 4.55517 -2.78319 -3.21810 -0.02 -0.03 0.00
H 3.82527 -2.75556 -0.87143 0.06 -0.02 -0.05
H 2.50801 -5.57338 0.91057 -0.01 -0.07 0.02
H 0.56967 -4.21283 1.66656 -0.02 0.02 0.04
H 0.33814 -5.31102 0.31388 -0.08 -0.03 -0.01
H 0.45606 -3.96702 -2.19479 -0.03 0.02 0.07
H -1.11563 -1.78010 -2.70799 0.04 0.00 0.06
H -0.51246 -2.05221 1.43047 0.01 0.00 -0.05
H 1.77998 -2.27562 1.92453 -0.10 0.03 -0.03
H 2.72811 -1.83552 0.49956 0.01 0.05 0.01
H 4.73045 -1.06160 5.55048 -0.03 0.01 -0.08
H 2.64896 -2.04774 4.28952 0.08 -0.02 -0.04
H 2.68600 -6.59914 -3.72968 0.02 0.01 0.03
```
Forces are in eV/Å.

What are the Mulliken partial charges on each atom? They are as follows, in elementary charge units: -0.40 -0.33 -0.01 -0.25 -0.49 -0.46 -0.41 -0.49 0.38 0.35 0.35 0.34 0.34 -0.04 -0.70 -0.48 0.37 -0.38 0.22 0.41 0.38 0.37 -1.71 2.46 -1.74 0.10 0.43 0.02 0.42 -0.84 0.40 0.31 0.43 0.63 -0.55 -0.19 0.58 -0.77 0.75 -0.23 0.20 -0.20 0.18 -0.20 0.05 -0.18 -0.13 -0.13 0.09 -0.11 0.50 -0.21 0.48 -1.14 0.65 -0.75 -0.18 -1.29 0.64 -0.44 -1.42 0.90 -0.53 -0.38 1.14 -0.53 0.63 -0.22 -0.18 -0.34 -1.01 0.99 -0.22 -0.88 0.47 0.09 0.52 0.40 0.72 0.52 0.51 0.34 -0.29 0.13 0.44 0.34 0.45



| no. | calculated total energy (eV) |
| --- | --- |
| 1 | -50819.4028 |
| 2 | -284905.3906 |